C5H10F15HfO20S5 | ωB97M-V/def2-TZVPD

Summary:
HOMO level = -6.7 eV
Total charge = -1
Kohn-Sham gap = 6.93 eV
E_tot = -5238.59897 hartree
ΔE to the lowest compared entry with this formula, charge and spin = 0.00 kcal per mole
2S+1 = 1
Strongest force on any atom = 5.51 eV/Å

```
56
C5H10F15HfO20S5, DFT ωB97M-V/def2-TZVPD
Hf -4.44178 4.59724 6.65535
C -0.16036 2.46249 5.70367
F 1.09924 2.54837 5.34370
F -0.90422 2.22950 4.57724
F -0.33515 1.36978 6.45305
S -0.64796 4.02194 6.59703
O -0.06906 5.05256 5.82571
O -2.13078 4.00021 6.60155
O -0.04644 3.82350 7.85586
C -3.72739 7.70887 3.36248
F -3.11331 8.56297 2.58561
F -4.95156 8.20948 3.66191
F -3.94066 6.56269 2.68112
S -2.81880 7.33689 4.94287
O -3.46113 6.03811 5.25846
O -1.46856 7.27084 4.56131
O -3.18741 8.39289 5.83872
C -4.65094 1.02338 9.27613
F -4.57536 0.21463 8.19125
F -5.85566 1.65266 9.19233
F -4.66488 0.27493 10.36133
S -3.27721 2.26260 9.35814
O -3.40035 2.79217 10.67314
O -2.10013 1.51496 9.10644
O -3.75731 3.14598 8.28418
C -5.65265 5.64476 11.25468
F -6.34205 6.52620 11.99559
F -4.39408 5.96776 11.19387
F -5.81715 4.44867 11.80900
S -6.35150 5.64944 9.54801
O -6.60187 7.02387 9.26806
O -5.23757 5.07319 8.76112
O -7.48330 4.72615 9.43303
C -2.60368 8.18777 9.32814
F -3.96479 8.18537 9.27352
F -2.20623 9.22190 8.60316
F -2.24955 8.37025 10.57891
S -1.92301 6.59799 8.64140
O -1.65286 5.86418 9.83301
O -3.03302 6.05687 7.82564
O -0.79315 6.97150 7.86690
O -5.08277 2.31275 6.40851
H -4.65462 1.64644 5.85512
H -5.82383 1.87517 6.85024
O -6.77686 4.31114 7.01959
H -7.45554 3.94653 6.44185
H -7.19651 4.43589 7.93344
O -3.44146 3.34410 4.58366
H -2.75479 3.65587 3.97920
H -3.97951 2.73177 4.06943
O -5.66618 4.78039 4.57815
H -6.26882 4.08232 4.29585
H -5.83725 5.53915 4.00281
O -5.37982 6.76265 6.73724
H -6.27981 7.07469 6.60161
H -4.85399 7.52456 7.05470
```

Here is what Mulliken gives for the atomic charges, in e: 2.408 0.517 -0.204 -0.273 -0.212 1.184 -0.646 -0.401 -0.661 0.516 -0.205 -0.266 -0.261 1.124 -0.114 -0.574 -0.688 0.582 -0.271 -0.250 -0.222 1.125 -0.688 -0.655 -0.983 0.689 -0.255 -0.130 -0.222 1.502 -0.689 -0.928 -0.878 0.505 -0.176 -0.250 -0.246 1.353 -0.694 0.182 -0.674 -0.355 0.178 0.179 -0.344 0.202 0.163 -0.465 0.194 0.204 -0.434 0.269 0.164 -0.366 0.277 0.163